Entry 1:
Here is C32H47ClCrN4 as an isolated structure in a non-equilibrium geometry from the Open Molecules 2025 dataset. Energies are from ωB97M-V/def2-TZVPD.

The value obtained for the molar mass is 575.21 g/mol. The energy above the lowest of the compared OMol25 structures with the same formula, charge and spin comes out at 53.58 kJ/mol. The HOMO energy (spin up / spin down) comes out at -2.51 / -2.51 eV. For the HOMO-LUMO gap (spin up / spin down), the calculation gives 4.979 / 4.972 eV. For the strongest force on any atom, the calculation gives 1.55 eV/A.

```
! RIJCOSX wB97M-V def2-TZVPD def2/J DEFGRID3
* xyz -1 4
Cr 0.223 0.095 -0.066
C 0.175 -4.463 0.044
N -0.515 -3.204 -0.168
C -1.038 -3.142 -1.526
C -1.552 -3.043 0.829
C -2.256 -1.697 0.896
C -3.542 -1.741 1.436
C -4.282 -0.587 1.650
C -3.736 0.638 1.309
C -2.463 0.675 0.750
C -1.679 -0.471 0.523
H -0.510 -5.326 -0.018
H 0.641 -4.477 1.034
H 0.958 -4.592 -0.706
H -1.711 -3.997 -1.728
H -0.208 -3.158 -2.234
H -1.589 -2.216 -1.687
H -1.087 -3.230 1.806
H -2.317 -3.833 0.717
H -3.973 -2.706 1.691
H -5.275 -0.649 2.080
H -4.279 1.558 1.486
H -2.060 1.660 0.522
N 1.110 -1.007 1.531
C 2.344 -0.461 2.163
C 3.421 -0.175 1.107
C 3.879 1.282 1.121
C 2.731 2.276 0.989
N 1.788 1.887 -0.091
H 0.391 -1.173 2.227
H 1.275 -1.891 1.057
H 2.711 -1.147 2.926
H 2.041 0.456 2.667
H 3.008 -0.401 0.119
H 4.282 -0.837 1.235
H 4.595 1.425 0.303
H 4.411 1.512 2.050
H 3.149 3.263 0.790
H 2.152 2.348 1.910
H 2.297 1.712 -0.956
H 1.206 2.696 -0.281
Cl -0.604 8.047 2.600
C -0.446 6.293 2.701
C -0.311 5.662 3.938
C -0.196 4.292 4.031
C -0.181 3.432 2.874
C -0.007 2.053 2.935
C -0.356 4.139 1.629
C -0.478 5.518 1.553
H -0.305 6.266 4.840
H -0.099 3.834 5.010
H 0.001 1.494 3.868
H -0.014 1.503 1.997
H -0.448 3.557 0.715
H -0.619 5.999 0.591
C 3.594 -2.753 -3.753
C 3.670 -1.875 -2.489
C 3.089 -2.672 -1.301
C 3.086 -0.498 -2.847
C 3.905 0.296 -3.651
C 3.493 1.486 -4.233
C 2.158 1.841 -4.068
C 1.302 1.097 -3.266
C -0.186 1.400 -3.341
C -0.954 0.227 -3.971
C -0.864 1.786 -2.035
C 1.789 -0.016 -2.497
N 1.076 -0.611 -1.492
H 4.085 -3.716 -3.585
H 4.059 -2.269 -4.613
H 2.545 -2.943 -4.007
H 4.728 -1.697 -2.282
H 3.153 -3.745 -1.515
H 2.052 -2.404 -1.104
H 3.653 -2.494 -0.380
H 4.922 -0.051 -3.831
H 4.168 2.085 -4.831
H 1.761 2.705 -4.594
H -0.279 2.263 -4.002
H -0.937 -0.635 -3.295
H -0.492 -0.074 -4.914
H -1.997 0.495 -4.164
H -0.827 0.906 -1.401
H -1.932 1.973 -2.157
H -0.417 2.651 -1.545
*
```

Entry 2:
Here is C32H47FN5O9RuSSb as an isolated structure from the Open Molecules 2025 dataset. Energies are from ωB97M-V/def2-TZVPD.

The value obtained for the molar mass is 919.65 g/mol. The energy above the lowest of the compared OMol25 structures with the same formula, charge and spin comes out at 21.69 kJ/mol. The HOMO energy (spin up / spin down) comes out at -12.60 / -12.92 eV. For the HOMO-LUMO gap (spin up / spin down), the calculation gives 7.711 / 8.027 eV. For the strongest force on any atom, the calculation gives 0.94 eV/A.

```
! RIJCOSX wB97M-V def2-TZVPD def2/J DEFGRID3
* xyz 2 5
Ru 0.876 -0.886 -0.673
C -5.717 1.160 2.945
C -4.393 1.162 3.691
N -3.235 1.152 2.781
C -2.638 -0.014 2.512
C -1.588 -0.201 1.648
C -1.108 -1.634 1.563
O -1.613 -2.472 2.277
O -0.117 -1.900 0.750
C -1.066 0.934 0.957
O -0.119 0.935 0.136
C -1.717 2.213 1.256
C -1.251 3.373 0.632
C -1.828 4.579 0.903
F -1.319 5.681 0.324
C -2.920 4.704 1.780
C -3.389 3.552 2.387
C -2.788 2.308 2.152
N -3.558 5.936 2.067
C -3.568 6.400 3.450
C -4.944 7.012 3.736
N -5.505 7.528 2.432
C -4.428 8.157 1.596
C -3.457 7.058 1.137
H -6.542 1.174 3.658
H -5.813 0.260 2.338
H -5.815 2.023 2.286
H -4.304 0.275 4.315
H -4.296 2.018 4.359
H -3.023 -0.885 3.027
H -0.409 3.314 -0.046
H -4.252 3.629 3.032
H -2.774 7.135 3.625
H -3.393 5.573 4.132
H -4.896 7.851 4.427
H -5.655 6.279 4.112
H -6.262 8.188 2.607
H -5.895 6.739 1.916
H -3.949 8.899 2.231
H -4.894 8.667 0.756
H -2.459 7.499 1.088
H -3.719 6.712 0.138
O 3.481 -4.422 -5.625
C 2.841 -3.537 -6.532
N 2.011 -2.665 -5.753
C 0.671 -2.570 -5.946
O 0.060 -3.075 -6.864
C -0.062 -1.741 -4.923
C -1.205 -1.040 -5.281
C -1.874 -0.307 -4.313
C -1.392 -0.310 -3.016
N -0.319 -1.019 -2.658
C 0.327 -1.719 -3.597
H 4.214 -4.846 -6.081
H 2.189 -4.065 -7.227
H 3.584 -2.959 -7.087
H 2.474 -2.062 -5.086
H -1.548 -1.082 -6.306
H -2.759 0.263 -4.556
H -1.876 0.260 -2.232
H 1.179 -2.298 -3.266
C 5.128 -4.594 -1.472
C 5.031 -4.039 -0.051
C 6.241 -3.186 0.316
Sb 3.163 -3.015 0.100
C 1.608 -4.477 0.279
C 0.871 -4.629 -1.048
C 2.205 -5.789 0.777
C 3.105 -1.536 1.667
C 3.987 -0.319 1.469
C 3.481 -2.373 2.896
H 6.003 -5.244 -1.532
H 5.254 -3.794 -2.201
H 4.259 -5.185 -1.768
H 4.920 -4.860 0.662
H 6.367 -2.359 -0.380
H 7.133 -3.814 0.265
H 6.188 -2.784 1.328
H 0.932 -4.050 1.020
H 1.530 -4.934 -1.863
H 0.359 -3.711 -1.342
H 0.106 -5.399 -0.930
H 2.877 -6.237 0.044
H 1.389 -6.495 0.946
H 2.741 -5.686 1.722
H 2.051 -1.265 1.734
H 5.035 -0.589 1.343
H 3.904 0.306 2.362
H 3.694 0.275 0.606
H 4.508 -2.738 2.846
H 2.808 -3.221 3.052
H 3.406 -1.744 3.785
O 3.629 -1.047 -3.623
S 3.569 -0.991 -2.199
O 2.937 -2.436 -1.761
O 2.529 -0.047 -1.677
O 4.792 -0.880 -1.459
*
```

Entry 3:
Here is C32H47GeN5NiOS as an isolated structure in a non-equilibrium geometry from the Open Molecules 2025 dataset. Energies are from ωB97M-V/def2-TZVPD.

The value obtained for the molar mass is 681.13 g/mol. The HOMO energy (spin up / spin down) comes out at -13.34 / -13.34 eV. For the HOMO-LUMO gap (spin up / spin down), the calculation gives 6.650 / 6.753 eV. For the strongest force on any atom, the calculation gives 1.61 eV/A.

```
! RIJCOSX wB97M-V def2-TZVPD def2/J DEFGRID3
* xyz 2 1
Ni 0.389 -0.290 1.055
C -1.249 -1.451 1.441
C -0.360 -1.570 2.529
C -0.574 -0.918 3.779
C 0.421 -0.836 4.700
C 1.698 -1.395 4.426
C 1.921 -2.068 3.264
C 0.895 -2.162 2.297
C 2.786 -1.238 5.371
N 3.672 -1.093 6.088
H -2.221 -1.000 1.590
H -1.168 -2.158 0.622
H -1.548 -0.494 3.988
H 0.252 -0.341 5.647
H 2.880 -2.540 3.096
H 1.038 -2.776 1.419
C -4.442 1.367 -4.116
C -3.796 2.056 -2.958
C -4.167 3.266 -2.449
C -3.459 3.791 -1.363
N -2.430 3.127 -0.810
C -2.071 1.969 -1.317
S -0.680 1.116 -0.692
N -2.741 1.434 -2.361
C -3.802 5.123 -0.788
H -5.382 1.850 -4.372
H -4.635 0.317 -3.890
H -3.786 1.410 -4.989
H -4.999 3.805 -2.882
H -2.436 0.539 -2.722
H -4.874 5.308 -0.824
H -3.315 5.899 -1.389
H -3.433 5.210 0.231
C -0.187 7.063 2.394
C -0.231 5.894 1.416
C 1.018 5.017 1.485
C 0.933 3.793 0.566
Ge -0.282 2.442 1.208
C -1.855 2.576 2.303
C -1.592 3.363 3.604
C -0.844 2.570 4.672
C -0.619 3.379 5.944
H -1.095 7.665 2.343
H 0.659 7.720 2.176
H -0.077 6.711 3.424
H -0.336 6.267 0.391
H -1.123 5.285 1.612
H 1.207 4.712 2.520
H 1.885 5.610 1.184
H 1.883 3.268 0.459
H 0.583 4.073 -0.429
H 0.600 1.314 1.872
H -2.138 1.543 2.514
H -2.636 3.030 1.692
H -2.556 3.685 4.006
H -1.035 4.281 3.399
H 0.121 2.233 4.275
H -1.420 1.667 4.904
H 0.002 4.258 5.748
H -0.120 2.788 6.713
H -1.569 3.726 6.357
C 6.938 1.339 4.042
C 7.474 0.627 2.809
N 6.437 -0.095 2.049
C 6.370 -1.553 2.194
C 6.112 -2.000 3.625
C 5.627 0.646 1.274
O 5.659 1.868 1.210
C 4.551 -0.031 0.461
C 4.786 -0.642 -0.762
C 3.706 -1.073 -1.519
C 2.429 -0.886 -1.030
N 2.196 -0.297 0.150
C 3.245 0.122 0.870
H 7.758 1.834 4.566
H 6.465 0.640 4.735
H 6.212 2.100 3.752
H 8.230 -0.109 3.086
H 7.938 1.344 2.135
H 7.306 -1.982 1.830
H 5.579 -1.930 1.552
H 6.947 -1.757 4.283
H 5.981 -3.085 3.653
H 5.214 -1.526 4.035
H 5.800 -0.767 -1.123
H 3.850 -1.547 -2.480
H 1.563 -1.207 -1.595
H 3.027 0.620 1.807
*
```

> Look up the strongest force on any atom of the first one.

1.55 eV/A